# 1
Here is a molecular structure, C32H56As3BN8NaSi from OMol25. Energies are from wB97M-V/def2-TZVPD.

```
102
Properties=species:S:1:pos:R:3:forces:R:3
As -0.6230 2.0700 2.6178 -0.1 0.0 0.0
As -4.7102 5.8083 0.0363 0.0 0.0 -0.1
As -0.5086 2.7580 -0.7106 0.0 0.0 0.0
Si -2.7437 -2.6091 2.6114 0.0 0.0 0.0
Na 0.3943 -0.2138 0.2605 0.0 -0.2 -0.2
N -0.0155 -1.4009 -2.6494 0.1 -0.1 0.2
N 1.9855 -2.0102 -3.9619 0.1 0.0 -0.1
N 1.8636 -1.3393 -5.1348 0.0 0.0 0.0
N 2.1228 -2.1968 -1.4766 0.0 0.0 -0.1
N 2.0848 0.0738 -2.4743 0.0 0.0 0.1
N 1.5037 -2.3621 -0.2813 0.1 0.1 0.0
N -0.7605 -0.7367 -1.7401 0.0 0.1 0.1
N 2.1671 0.5783 -1.2159 0.0 -0.1 0.0
C 1.9618 -1.8298 -7.5342 0.0 0.0 0.0
C 2.0934 -3.1749 1.9682 0.0 0.0 0.0
C 2.7101 0.8931 -3.3404 0.0 0.1 0.0
C -0.9324 1.7068 4.5067 0.0 0.0 0.1
C 3.2154 1.9635 -2.6340 0.0 0.0 0.0
C 0.4243 4.4449 -1.0931 0.0 0.0 0.0
C -1.5357 -4.0170 2.7494 0.1 0.0 0.0
C -6.6107 5.3637 0.2223 0.0 0.0 0.0
C 3.1637 2.4976 -0.0682 0.0 0.0 0.0
C 2.0353 -2.2310 -6.0958 0.0 0.0 0.0
C -3.6721 -2.3853 4.2152 0.0 0.0 0.0
C -4.7077 7.2508 1.3670 0.0 0.0 0.0
C -1.3589 0.0902 2.1917 -0.1 0.1 0.0
C 3.4097 -2.5824 -1.3950 0.0 0.0 0.1
C -2.1203 -1.8214 -3.1551 0.0 0.0 0.0
C -4.0752 4.3462 1.2107 0.0 0.0 0.0
C 0.6969 3.6010 2.9514 0.1 0.0 -0.1
C 2.4151 -2.8771 0.5382 0.0 0.1 0.1
C -2.3083 3.4541 -0.3021 0.0 0.0 0.1
C -0.8126 -2.0701 -3.5036 -0.1 0.1 -0.1
C -1.8535 -1.0194 2.3085 0.2 0.0 -0.1
C -3.9211 -2.9306 1.2036 0.0 0.0 0.0
C -3.1274 -0.3148 -1.2634 0.0 0.0 0.0
C 2.8510 1.7112 -1.3007 0.0 0.0 0.0
C -2.3544 2.9291 2.2070 0.0 0.0 0.0
C 2.2078 -3.3246 -4.1942 0.0 0.0 0.0
C -2.5765 3.9907 1.1117 0.0 0.0 0.0
C -2.0317 -0.9728 -2.0382 0.0 0.0 0.0
C 3.6449 -3.0376 -0.1189 0.0 0.0 0.0
C -1.7511 5.2486 1.3811 0.0 -0.1 0.0
C 2.2561 -3.5140 -5.5534 0.0 0.0 0.0
C -0.8555 2.3399 -2.5839 0.0 0.0 -0.1
B 1.5297 -1.3730 -2.6477 0.0 0.0 0.1
H 4.2416 2.5514 0.0921 0.0 0.0 0.0
H -2.7006 0.3091 -0.4769 0.0 0.0 0.0
H -1.9512 6.0042 0.6175 0.0 0.0 0.0
H -3.7478 0.3065 -1.9136 0.0 0.0 0.0
H -4.6246 -2.1051 1.0833 0.0 0.0 0.0
H -0.7544 -3.8058 3.4811 0.0 0.0 0.0
H 3.7830 2.7922 -3.0228 0.0 0.0 0.0
H 2.3152 -0.8076 -7.6610 0.0 0.0 0.0
H -4.2455 -3.2811 4.4632 0.0 0.0 0.0
H 2.7891 3.5198 -0.1331 0.0 0.0 0.0
H -3.0110 2.0772 2.0195 0.0 0.0 0.0
H -4.3651 -1.5448 4.1459 0.0 0.0 0.0
H 1.2294 4.2106 -1.7905 0.0 0.0 0.0
H -2.9808 -2.1851 5.0361 0.0 0.0 0.0
H 1.0963 3.9460 2.0009 0.0 0.0 0.0
H -3.6923 7.5986 1.5503 0.0 0.0 0.0
H -2.6544 3.3585 3.1681 0.0 0.0 0.0
H -4.3333 4.6179 2.2394 0.0 0.0 0.0
H -6.8665 5.1980 1.2697 0.0 0.0 0.0
H 1.4960 3.1571 3.5438 0.0 0.0 0.0
H -3.0083 -2.1806 -3.6469 0.0 0.0 0.0
H -0.4094 -2.6510 -4.3166 0.0 0.0 0.0
H -4.6720 3.4678 0.9487 0.0 0.0 0.0
H -1.6446 1.5965 -2.6616 0.0 0.0 0.0
H -1.0625 -4.2129 1.7857 0.0 0.0 0.0
H -5.1473 6.9114 2.3060 0.0 0.0 0.0
H 2.3033 -4.0283 -3.3848 0.0 0.0 0.0
H -2.0560 -4.9255 3.0616 0.0 0.0 0.0
H -5.2911 8.0874 0.9830 0.0 0.0 0.0
H 1.1088 -3.6265 2.0571 0.0 0.0 0.0
H 4.5634 -3.4334 0.2798 0.0 0.0 0.0
H -0.1626 1.0342 4.8827 0.0 0.0 0.0
H 4.0689 -2.4987 -2.2434 0.0 0.0 0.0
H 2.4338 -4.4345 -6.0830 0.0 0.0 0.0
H 0.9350 -1.8763 -7.9014 0.0 0.0 0.0
H 2.7136 2.0179 0.8018 0.0 0.0 0.0
H 2.7488 0.6545 -4.3884 0.0 0.0 0.0
H 2.8291 -3.8595 2.3882 0.0 0.0 0.0
H -0.6852 5.0415 1.3623 0.0 0.0 0.0
H -1.1414 3.2461 -3.1202 0.0 0.0 0.0
H -3.3707 -3.0529 0.2686 0.0 0.0 0.0
H -2.5472 4.2316 -1.0330 0.0 0.0 0.0
H 2.1012 -2.2659 2.5749 0.0 0.0 0.0
H 0.8535 4.9090 -0.2071 0.0 0.0 0.0
H -7.2205 6.1770 -0.1690 0.0 0.0 0.0
H -0.2611 5.1495 -1.5659 0.0 0.0 0.0
H -6.8336 4.4627 -0.3482 0.0 0.0 0.0
H 2.5689 -2.4903 -8.1525 0.0 0.0 0.0
H -2.9841 2.6149 -0.4983 0.0 0.0 0.0
H -4.4942 -3.8436 1.3802 0.0 0.0 0.0
H -1.9016 1.2283 4.6271 0.0 0.0 0.0
H -3.7788 -1.0460 -0.7885 0.0 0.0 0.0
H 0.2168 4.4110 3.5007 0.0 0.0 0.0
H -1.9999 5.6715 2.3582 0.0 0.0 0.0
H 0.0499 1.9201 -3.0222 0.0 0.0 0.0
H -0.8990 2.6423 5.0650 0.0 0.0 0.0
```
Positions in Å, forces in eV/Å.

The calculation puts the strongest force on any atom at 0.26 eV/Å. The orbital gap (alpha / beta) is 0.274 / 0.283 Eh. The charge is 0. Its spin multiplicity is 2. As for the molar mass: 839.510 Da. The calculation puts the energy above the lowest of the compared OMol25 structures with the same formula, charge and spin at 0.00 kJ/mol. As for the expectation value of S²: 0.757.

---

# 2
Here is a molecular structure, C32H56BeBrFN2O6P2Si from OMol25. Energies are from wB97M-V/def2-TZVPD.

```
102
Properties=species:S:1:pos:R:3:forces:R:3
Br 0.9688 -0.1384 -0.4180 0.0 0.0 0.0
P -1.7432 2.8966 -1.9269 0.0 0.0 0.1
P -1.5947 3.1462 1.1511 0.1 0.1 0.0
Si 3.2442 -0.0686 -0.3229 0.0 0.0 0.0
F -4.6155 1.3713 0.0409 0.0 0.0 0.0
O -2.0725 3.9237 2.3049 0.0 0.0 0.0
O -2.4604 1.5880 -1.6356 0.0 0.0 0.0
O 0.0258 3.2387 1.0478 0.0 0.0 0.0
O -2.0701 3.7491 -3.0811 0.0 0.0 0.0
O -1.9875 1.6966 0.9498 -0.1 0.0 0.0
O -0.1601 2.6725 -1.8688 0.0 0.0 0.0
N -3.0771 -0.6862 -0.0155 0.0 0.0 0.0
N -1.1257 5.1408 -0.6694 0.0 0.0 0.0
C 2.7052 1.1942 2.2070 0.0 0.0 0.0
C 3.6701 -0.7999 -3.0558 0.0 0.0 0.0
C -1.6244 -1.9729 1.4660 0.0 0.0 0.0
C 2.9926 1.5315 -2.6989 0.0 0.0 0.0
C -0.7536 -0.3732 3.1939 0.0 0.0 0.0
C -2.6813 -1.8960 3.7521 0.0 0.0 0.0
C -6.2731 -2.1866 1.1786 0.0 0.0 0.0
C 3.8220 0.3879 -2.0936 0.0 0.0 0.0
C -2.0376 3.9561 -0.4391 0.0 0.0 0.0
C 3.4043 -2.0466 1.7156 0.0 0.0 0.0
C -0.3687 -3.8569 0.6292 0.0 0.0 0.0
C 5.2354 -2.0823 0.0204 0.0 0.0 0.0
C -0.7313 -3.0204 1.6679 0.0 0.0 0.0
C 5.3042 0.8013 -2.0828 0.0 0.0 0.0
C -4.3638 -0.9164 0.3957 0.0 0.0 0.0
C -0.8987 -3.6404 -0.6308 0.0 0.0 0.0
C 3.7313 -1.8381 0.2285 0.0 0.0 0.0
C 5.0859 1.1913 1.4663 0.0 0.0 0.0
C -3.4751 4.4615 -0.4081 0.0 0.0 0.0
C -4.9375 -2.1299 0.7987 0.0 0.0 0.0
C 3.4089 2.6908 0.3917 0.0 0.0 0.0
C -1.7943 -2.6033 -0.8830 0.0 0.0 0.0
C -3.7691 -2.2477 -2.5281 0.0 0.0 0.0
C -1.9883 -1.0936 2.6486 0.0 0.0 0.0
C -6.5423 0.1637 0.7902 0.0 0.0 0.0
C -1.4661 -1.3779 -3.0601 0.0 0.0 0.0
C 3.6299 1.2894 0.9826 0.0 0.0 0.0
C 2.9551 -2.9198 -0.5403 0.0 0.0 0.0
C -5.2278 0.1780 0.4249 0.0 0.0 0.0
C -2.2678 -2.4533 -2.3232 0.0 0.0 0.0
C -2.1561 -1.7591 0.1816 0.0 0.0 0.0
C -7.0843 -1.0612 1.1778 0.0 0.0 0.0
Be -2.7059 0.8860 -0.2288 0.1 0.0 0.0
H 5.2987 2.0337 2.1328 0.0 0.0 0.0
H 0.3231 -4.6734 0.7979 0.0 0.0 0.0
H 3.1718 -2.9272 -1.6055 0.0 0.0 0.0
H -0.3934 -1.5688 -2.9859 0.0 0.0 0.0
H 1.6623 1.3378 1.9257 0.0 0.0 0.0
H -4.3253 -3.0225 0.8092 0.0 0.0 0.0
H 2.9807 2.4352 -2.0928 0.0 0.0 -0.1
H -4.0161 -2.4273 -3.5768 0.0 0.0 0.0
H 2.3915 2.8096 0.0136 0.0 0.0 0.0
H -6.6884 -3.1395 1.4821 0.0 0.0 0.0
H 4.3417 -1.6239 -2.8168 0.0 0.0 0.0
H -2.6826 -0.3299 2.3043 0.0 0.0 0.0
H 5.6339 0.9688 -3.1132 0.0 0.0 0.0
H -4.3569 -2.9374 -1.9209 0.0 0.0 0.0
H -4.0740 -1.2325 -2.2819 0.0 0.0 0.0
H 0.3979 3.4210 1.9208 0.0 0.0 0.0
H 3.2443 -3.8981 -0.1411 0.0 0.0 0.0
H -0.6162 -4.2941 -1.4492 0.0 0.0 0.0
H -3.5801 -2.3867 3.3767 0.0 0.0 0.0
H 2.9839 1.9848 2.9135 0.0 0.0 0.0
H 1.9599 1.2267 -2.8696 0.0 0.0 0.0
H -1.2861 5.4688 -1.6303 0.0 0.0 0.0
H 4.1100 2.9298 -0.4071 0.0 0.0 0.0
H 3.5581 3.4320 1.1855 0.0 0.0 0.0
H -0.0299 -1.0827 3.6049 0.0 0.0 0.0
H -0.1539 4.8289 -0.5777 0.0 0.0 0.0
H -2.0188 -2.6640 4.1590 0.0 0.0 0.0
H -3.6411 5.0938 0.4655 0.0 0.0 0.0
H 0.1409 1.8895 -1.3702 0.0 0.0 0.0
H -0.3212 -3.1862 2.6578 0.0 0.0 0.0
H 5.2654 0.2778 2.0340 0.0 0.0 0.0
H 2.6461 -1.1784 -3.0761 0.0 0.0 0.0
H 3.9170 -0.4617 -4.0673 0.0 0.0 0.0
H 2.3518 -1.8474 1.9326 0.0 0.0 0.0
H 5.5119 -2.0730 -1.0347 0.0 0.0 0.0
H 5.4743 1.7279 -1.5344 0.0 0.0 0.0
H -0.2615 0.1936 2.4031 0.0 0.0 0.0
H 1.8786 -2.8166 -0.4094 0.0 0.0 0.0
H 5.8088 1.2298 0.6495 0.0 0.0 0.0
H 4.0223 -1.4315 2.3699 0.0 0.0 0.0
H -1.3085 5.8851 0.0047 0.0 0.0 0.0
H -4.1599 3.6175 -0.3443 0.0 0.0 0.0
H 3.6006 -3.0926 1.9729 0.0 0.0 0.0
H -3.7056 4.9977 -1.3302 0.0 0.0 0.0
H 5.8596 -1.3536 0.5399 0.0 0.0 0.0
H -1.6701 -0.3904 -2.6469 0.0 0.0 0.0
H -1.0368 0.3174 3.9916 0.0 0.0 0.0
H 5.4919 -3.0717 0.4130 0.0 0.0 0.0
H 5.9508 0.0328 -1.6550 0.0 0.0 0.0
H -2.0209 -3.4099 -2.7948 0.0 0.0 0.0
H -7.1234 1.0758 0.7784 0.0 0.0 0.0
H 2.7770 0.2463 2.7346 0.0 0.0 0.0
H -8.1213 -1.1251 1.4752 0.0 0.0 0.0
H -1.7409 -1.3599 -4.1175 0.0 0.0 0.0
H -2.9720 -1.2364 4.5724 0.0 0.0 0.0
H 3.4205 1.7933 -3.6723 0.0 0.0 0.0
```
Positions in Å, forces in eV/Å.

The calculation puts the strongest force on any atom at 0.15 eV/Å. The orbital gap is 0.260 Eh. The charge is 0. As for the molar mass: 762.756 Da. The calculation puts the energy above the lowest of the compared OMol25 structures with the same formula, charge and spin at 0.00 kJ/mol.

---

# 3
Here is a molecular structure, C32H56MoN11O6S3 at a distorted geometry from OMol25. Energies are from wB97M-V/def2-TZVPD.

```
109
Properties=species:S:1:pos:R:3:forces:R:3
Mo 17.2580 -12.1376 7.9294 -2.3 -0.6 2.1
S 13.0088 -13.0149 11.3918 0.2 -0.6 1.2
S 15.6808 -13.5147 6.9712 -0.6 1.1 1.5
S 12.3737 -11.2896 8.0910 0.8 -2.3 -0.6
O 13.8070 -11.5096 8.6541 -1.1 0.8 -0.6
O 13.7206 -11.9274 12.0984 -0.2 -0.3 -0.3
O 12.1561 -12.5007 7.3094 -0.5 1.2 0.1
O 13.8549 -13.6652 10.4075 -0.2 0.1 -0.3
O 12.3116 -13.9583 12.2763 1.3 0.2 -0.4
O 12.2253 -9.9920 7.4062 0.3 -1.4 1.3
N 18.2126 -10.9599 6.7333 0.5 1.1 0.0
N 18.9763 -13.3611 8.4973 -0.7 1.2 0.4
N 16.3796 -17.1562 11.4704 0.9 0.8 0.6
N 16.8010 -15.7981 9.5327 0.4 0.4 0.2
N 18.3793 -8.5883 6.1377 -0.3 -1.7 1.1
N 17.2331 -10.5135 12.1349 0.1 0.0 -1.8
N 15.5791 -9.7429 10.6545 0.4 -0.5 0.3
N 17.0049 -11.5230 9.9861 0.5 -1.4 -2.5
N 14.8235 -16.9613 9.7781 0.2 1.0 0.4
N 17.7048 -13.8532 5.2854 0.6 0.1 0.2
N 16.3828 -9.7592 5.7882 1.6 0.4 0.5
C 17.5944 -15.3861 3.4388 -0.8 -0.6 -0.1
C 14.4798 -16.4548 8.4447 0.3 -0.4 0.2
C 15.7115 -15.1737 4.9131 1.2 -0.6 -0.1
C 20.0182 -12.7578 7.5567 -0.7 0.1 0.3
C 16.0670 -16.6188 10.2522 0.2 0.9 -0.9
C 16.5923 -10.6176 10.8648 -1.4 1.6 2.1
C 19.0856 -12.8378 9.9179 -1.1 -0.8 0.3
C 10.5419 -12.1795 11.7396 0.0 0.0 0.1
C 14.8702 -9.0937 11.7825 -0.2 0.3 0.0
C 15.5841 -8.5389 6.0478 -1.0 -0.6 0.5
C 16.5368 -10.7552 13.3690 0.4 -0.8 1.4
C 9.2143 -10.6058 10.4222 -0.7 -0.8 0.5
C 17.6219 -12.7694 10.5240 1.0 0.9 0.5
C 16.2851 -15.8042 3.8049 0.2 -0.2 -0.1
C 10.1426 -10.6513 9.4033 0.3 0.0 0.6
C 18.2349 -14.4563 4.2099 0.9 0.9 -0.2
C 18.9470 -14.9049 8.5029 0.5 0.3 0.5
C 13.7092 -16.9453 10.7515 -1.2 0.1 -0.6
C 19.6537 -11.2861 6.9537 0.9 -0.7 -0.9
C 18.6420 -10.0684 12.1389 -0.5 -1.1 0.7
C 17.1530 -16.4138 12.4552 0.3 0.0 -0.2
C 11.2870 -11.4342 9.5455 1.0 0.5 0.5
C 9.3822 -11.4451 11.5427 -0.6 0.4 0.4
C 18.2480 -15.6377 9.7013 -0.7 -0.1 0.0
C 11.5675 -12.1479 10.7511 -1.2 0.3 -0.6
C 19.2213 -8.0354 7.2180 0.2 1.0 -0.6
C 17.6957 -9.7802 6.2219 -0.6 0.3 -0.8
C 15.6474 -10.7425 4.9572 0.5 -0.6 1.6
C 15.0386 -9.4650 9.3863 1.5 0.2 -1.1
C 16.4984 -14.2309 5.6475 -1.0 -1.2 -1.6
C 16.0983 -18.5096 11.8352 -0.4 -0.6 0.5
C 18.2163 -7.7338 4.9736 -0.5 0.4 -0.3
H 15.4900 -7.9293 5.1401 -0.2 -0.2 0.2
H 16.7696 -16.7461 13.4526 0.4 0.7 -0.7
H 10.0647 -10.0204 8.5325 -0.2 0.0 -0.1
H 13.4582 -16.8017 8.2317 0.4 0.2 -0.2
H 17.7308 -6.7717 5.2402 0.0 -0.6 -0.2
H 14.4355 -8.5468 9.3830 0.3 -0.4 0.0
H 18.5795 -15.1968 10.6677 -0.2 -0.1 -0.5
H 15.9203 -9.3956 8.6898 -0.8 0.1 0.1
H 18.9711 -6.9208 7.2224 0.7 -1.4 0.2
H 17.0403 -11.6020 13.9307 -0.4 0.9 -0.4
H 17.6485 -8.2865 4.2102 0.2 0.4 0.3
H 8.3071 -10.0070 10.3139 0.3 -0.1 0.1
H 19.0437 -10.0087 11.1128 -0.3 0.0 0.5
H 19.2459 -14.1005 3.9273 -0.7 -0.4 0.2
H 16.0344 -7.9357 6.8527 -0.2 -0.3 -0.4
H 15.7223 -18.5926 12.8894 -0.1 0.2 -0.9
H 15.7893 -16.6529 3.2341 0.5 1.4 0.9
H 14.3000 -10.4714 8.9177 0.3 0.0 0.5
H 19.0182 -8.4209 8.2236 -0.3 -0.2 -0.4
H 19.2402 -10.8022 12.7396 -0.2 0.5 -0.5
H 16.2307 -11.6783 4.8701 -0.4 0.6 -0.2
H 16.4995 -9.8651 14.0395 0.1 -0.5 -0.4
H 17.0102 -19.1048 11.8164 0.2 -0.2 -0.1
H 20.1615 -13.5157 6.7670 -0.1 0.7 0.2
H 17.0438 -15.3141 12.2723 -0.1 -1.0 0.4
H 18.2382 -16.6690 12.3894 -0.5 0.2 0.3
H 20.1700 -10.5647 7.5964 -0.3 0.1 -0.2
H 14.0386 -17.0024 11.7857 0.2 0.1 -0.2
H 18.6916 -16.6267 9.7023 0.5 -0.3 -0.1
H 19.5029 -11.8172 9.8799 -0.1 -0.5 0.2
H 15.3927 -10.2976 4.0143 0.2 0.2 -0.6
H 14.5884 -15.3689 8.3728 -0.5 -0.2 0.3
H 18.7354 -9.1009 12.6388 0.0 0.1 -0.1
H 20.2881 -8.2157 6.9759 -0.5 0.4 0.2
H 15.5172 -11.0966 13.1858 0.1 0.0 -0.1
H 13.1399 -17.8619 10.5292 -0.2 0.4 0.3
H 16.9502 -13.6305 10.2911 0.5 0.4 -0.1
H 15.2188 -16.8513 7.7329 -0.4 -0.2 0.0
H 18.5243 -15.2286 7.5454 0.1 0.1 0.2
H 17.6858 -12.6870 11.6294 0.0 -0.2 -0.6
H 8.6023 -11.5275 12.3372 0.6 0.3 -0.9
H 13.0416 -16.0235 10.6719 1.0 -1.1 -0.1
H 18.1199 -15.7901 2.5793 -0.2 -0.1 0.1
H 19.6835 -13.5238 10.5401 0.2 0.4 -0.4
H 14.2623 -8.3138 11.3306 0.1 0.1 0.1
H 20.9587 -12.5875 8.1232 -0.4 -0.3 -0.4
H 20.1605 -11.3149 5.9632 -0.2 0.3 0.6
H 20.0285 -15.1562 8.5701 -0.6 -0.1 -0.2
H 10.6538 -12.7739 12.7015 0.0 0.9 -1.7
H 14.5635 -8.9304 6.4038 1.3 0.8 -0.6
H 15.5924 -8.6067 12.4417 -0.2 -0.3 0.0
H 19.1882 -7.4732 4.5486 0.1 -0.2 0.1
H 14.1597 -9.7777 12.3001 0.9 0.2 -0.4
H 15.3910 -18.9102 11.1116 0.0 -0.2 0.3
H 14.7708 -15.4873 5.3382 -0.2 0.1 -0.2
H 14.7095 -10.9146 5.4986 0.1 -0.4 -0.2
```
Positions in Å, forces in eV/Å.

The calculation puts the strongest force on any atom at 3.17 eV/Å. The orbital gap (alpha / beta) is 0.212 / 0.176 Eh. The charge is +1. Its spin multiplicity is 3. As for the molar mass: 883.012 Da. As for the expectation value of S²: 2.093.